The following is a DFT calculation (the ωB97M-V functional and the def2-TZVPD basis) of C20H18BrCrN3O6 as an isolated structure in a non-equilibrium geometry.

## Properties
Energy (eV): -136248.9728
M (u): 528.279
Total charge: +1
Multiplicity: 2
ΔE to the lowest compared entry with this formula, charge and spin (eV): 0.0000

Last column: Löwdin charge in e.
CARTESIAN COORDINATES (ANGSTROEM)
Br (2.642, -2.332, -0.928)  1.021
Cr (0.819, -0.387, -0.707)  0.763
O (1.084, -0.426, 1.214)  -0.113
O (1.916, 1.107, -0.705)  -0.135
O (-0.665, 0.405, -4.284)  0.123
O (-4.064, 3.104, -2.850)  0.134
O (0.507, -0.482, -2.591)  -0.113
O (-2.862, 2.066, -4.418)  0.165
N (-0.884, 0.736, -0.746)  0.084
N (-0.009, -2.237, -0.526)  -0.076
N (-2.578, 2.085, -0.792)  0.203
C (2.382, 1.500, 1.610)  -0.094
C (3.869, 3.705, 0.808)  -0.034
C (-1.270, -2.650, -0.359)  -0.023
C (-1.718, 1.430, 0.012)  -0.285
C (1.575, -0.040, 3.471)  0.014
C (1.670, 0.344, 2.026)  -0.328
C (-1.233, 0.968, -2.063)  -0.097
C (0.735, -4.495, -0.655)  -0.039
C (-0.578, -4.910, -0.480)  0.026
C (-0.429, 0.281, -3.100)  -0.495
C (3.256, 2.934, -0.141)  0.014
C (0.949, -3.142, -0.669)  -0.647
C (-3.049, -4.410, -0.150)  -0.024
C (-1.613, -3.992, -0.329)  -0.215
C (-2.295, 1.806, -2.104)  -0.049
C (2.491, 1.817, 0.237)  -0.275
C (3.040, 2.321, 2.566)  -0.017
C (3.766, 3.405, 2.183)  -0.062
C (-1.750, 1.512, 1.498)  0.040
C (-3.140, 2.403, -3.177)  -0.469
H (-3.335, 2.698, -0.519)  0.186
H (4.447, 4.565, 0.494)  0.119
H (-2.017, -1.871, -0.259)  0.140
H (-2.724, 1.201, 1.880)  0.099
H (0.951, -0.924, 3.569)  0.095
H (-3.454, -4.029, 0.789)  0.093
H (1.550, -5.191, -0.783)  0.125
H (4.260, 4.024, 2.919)  0.113
H (-1.568, 2.534, 1.833)  0.102
H (-3.670, -4.022, -0.960)  0.095
H (-2.087, 1.444, -4.478)  0.094
H (-0.991, 0.860, 1.921)  0.068
H (-3.144, -5.494, -0.143)  0.086
H (2.567, -0.257, 3.873)  0.107
H (-0.801, -5.971, -0.466)  0.134
H (1.153, 0.775, 4.060)  0.101
H (2.964, 2.079, 3.618)  0.114
H (3.332, 3.157, -1.198)  0.130

---

The following is a DFT calculation (the ωB97M-V functional and the def2-TZVPD basis) of one molecule with the formula C3H6N2S2 in a non-equilibrium geometry.

## Properties
Energy (eV): -27858.3541
M (u): 134.229
Total charge: 0
ΔE to the lowest compared entry with this formula, charge and spin (eV): 0.7427
SMILES: [H]/N=C(/N)CC(=S)S

Last column: Löwdin charge in e.
CARTESIAN COORDINATES (ANGSTROEM)
S (1.914, 1.530, -0.163)  0.666
S (2.155, -1.432, -0.354)  0.790
N (-1.257, 1.069, -0.629)  0.107
N (-1.830, -1.103, -0.388)  0.098
C (-1.142, -0.091, -0.016)  -0.565
C (1.425, 0.030, 0.217)  -1.191
C (0.070, -0.085, 0.972)  -0.220
H (-1.590, -1.973, 0.155)  0.057
H (-0.037, 0.807, 1.538)  0.075
H (-1.833, 1.071, -1.469)  0.118
H (-0.846, 1.941, -0.317)  0.080
H (-0.041, -1.019, 1.555)  0.109
H (3.014, -0.745, -1.102)  -0.124

---

The following is a DFT calculation (the ωB97M-V functional and the def2-TZVPD basis) of an isolated ion of composition C3H7N2O2 and charge +1 in a non-equilibrium geometry.

## Properties
Energy (eV): -10286.2615
M (u): 103.101
Total charge: +1
ΔE to the lowest compared entry with this formula, charge and spin (eV): 6.5494
SMILES: C=C[N+](=O)NOC

Last column: Löwdin charge in e.
CARTESIAN COORDINATES (ANGSTROEM)
O (1.819, 0.535, 0.195)  -0.109
O (-0.092, 0.011, 1.313)  0.198
N (-0.392, 0.481, 0.266)  -0.133
N (0.753, 0.785, -0.550)  0.080
C (2.360, -0.817, 0.164)  0.016
C (-2.740, 0.003, 0.235)  0.186
C (-1.669, 0.514, -0.346)  -0.044
H (0.644, 1.450, -1.339)  0.211
H (-3.750, -0.047, -0.181)  0.117
H (1.891, -1.421, -0.657)  0.121
H (3.332, -0.693, -0.118)  0.062
H (-2.693, -0.369, 1.191)  0.069
H (2.211, -1.296, 1.153)  0.113
H (-1.674, 0.864, -1.327)  0.113

---

The following is a DFT calculation (the ωB97M-V functional and the def2-TZVPD basis) of one molecule with the formula C10H14N4O in a non-equilibrium geometry.

## Properties
Energy (eV): -18600.4038
M (u): 206.249
Total charge: 0
ΔE to the lowest compared entry with this formula, charge and spin (eV): 3.3112

Last column: Löwdin charge in e.
CARTESIAN COORDINATES (ANGSTROEM)
O (-0.626, -2.234, -1.306)  0.043
N (0.697, -4.425, -0.939)  0.123
N (-1.650, 1.686, 1.145)  -0.012
N (-0.922, 0.632, 1.172)  -0.206
N (0.598, -0.973, 0.194)  0.002
C (-0.789, 0.178, 2.586)  0.005
C (0.342, -2.122, -0.552)  -0.339
C (-1.975, 2.399, -0.035)  -0.147
C (2.165, -3.270, 0.610)  -0.068
C (-1.114, 2.524, -1.061)  -0.178
C (-1.323, 3.311, -2.355)  -0.125
C (-0.332, 0.086, 0.146)  -0.095
C (2.387, -2.078, 1.319)  -0.093
C (1.153, -3.310, -0.208)  -0.243
C (1.620, -0.986, 1.074)  -0.134
H (-1.761, 0.419, 3.033)  0.084
H (-0.139, -4.157, -1.437)  0.076
H (-1.287, 2.537, -3.167)  0.075
H (-0.649, 4.120, -2.514)  0.041
H (-2.370, 3.805, -2.496)  0.098
H (1.775, 0.089, 1.512)  0.159
H (-0.107, 1.862, -1.123)  0.128
H (2.703, -4.164, 0.817)  0.112
H (-0.507, -0.939, 2.558)  0.112
H (-2.897, 2.882, 0.202)  0.094
H (0.044, 0.860, 3.069)  0.127
H (-0.728, 0.246, -0.890)  0.139
H (0.854, -5.302, -0.523)  0.077
H (3.411, -1.910, 1.882)  0.146

---

The following is a DFT calculation (the ωB97M-V functional and the def2-TZVPD basis) of a 2-piece molecular cluster, C6H8O7 overall in a non-equilibrium geometry.

## Properties
Energy (eV): -20673.0602
M (u): 192.123
Total charge: 0
ΔE to the lowest compared entry with this formula, charge and spin (eV): 8.7334
SMILES: OO[C@@H]1C=C[C@H]2OO[C@@H]1[C@@H]2O.O=O

Last column: Löwdin charge in e.
CARTESIAN COORDINATES (ANGSTROEM)
O (4.543, -2.442, 1.321)  0.007
O (-2.337, 1.095, -1.241)  -0.009
O (3.546, -2.892, 1.910)  0.032
O (1.475, -0.815, -0.032)  -0.080
O (-1.576, -0.050, -1.936)  0.017
O (-2.625, -1.247, 0.373)  0.023
O (2.696, -0.031, 0.055)  -0.023
C (0.660, 0.069, -0.796)  -0.266
C (-0.749, -0.571, -0.928)  -0.236
C (-0.563, 1.939, 0.261)  0.019
C (-1.825, 1.117, 0.098)  -0.260
C (0.602, 1.413, -0.156)  -0.009
C (-1.541, -0.358, 0.352)  -0.281
H (-2.689, 1.519, 0.640)  0.163
H (-0.617, -1.632, -1.179)  0.180
H (1.042, 0.157, -1.816)  0.162
H (-3.348, -0.830, 0.857)  0.106
H (-0.667, 2.944, 0.670)  0.112
H (-0.878, -0.602, 1.192)  0.167
H (3.293, -0.708, 0.383)  0.060
H (1.559, 1.924, -0.028)  0.116

---

The following is a DFT calculation (the ωB97M-V functional and the def2-TZVPD basis) of one molecule with the formula C3H5FN2 in a non-equilibrium geometry.

## Properties
Energy (eV): -8887.6056
M (u): 88.085
Total charge: 0
ΔE to the lowest compared entry with this formula, charge and spin (eV): 1.5398
SMILES: C=N/N=C/CF

Last column: Löwdin charge in e.
CARTESIAN COORDINATES (ANGSTROEM)
F (-2.964, -0.503, -0.359)  -0.074
N (0.394, 0.184, -0.140)  -0.020
N (1.508, -0.614, 0.039)  -0.078
C (-0.690, -0.393, 0.163)  -0.132
C (-1.988, 0.377, 0.106)  -0.181
C (2.603, -0.020, -0.218)  -0.028
H (-1.945, 1.237, -0.591)  0.121
H (-0.766, -1.477, 0.429)  0.135
H (2.636, 1.058, -0.300)  0.066
H (3.508, -0.612, -0.242)  0.064
H (-2.295, 0.762, 1.114)  0.127

---

What did the second record say?
The following is a DFT calculation (the ωB97M-V functional and the def2-TZVPD basis) of one molecule with the formula C3H6N2S2 in a non-equilibrium geometry.

## Properties
Energy (eV): -27858.3541
M (u): 134.229
Total charge: 0
ΔE to the lowest compared entry with this formula, charge and spin (eV): 0.7427
SMILES: [H]/N=C(/N)CC(=S)S

Last column: Löwdin charge in e.
CARTESIAN COORDINATES (ANGSTROEM)
S (1.914, 1.530, -0.163)  0.666
S (2.155, -1.432, -0.354)  0.790
N (-1.257, 1.069, -0.629)  0.107
N (-1.830, -1.103, -0.388)  0.098
C (-1.142, -0.091, -0.016)  -0.565
C (1.425, 0.030, 0.217)  -1.191
C (0.070, -0.085, 0.972)  -0.220
H (-1.590, -1.973, 0.155)  0.057
H (-0.037, 0.807, 1.538)  0.075
H (-1.833, 1.071, -1.469)  0.118
H (-0.846, 1.941, -0.317)  0.080
H (-0.041, -1.019, 1.555)  0.109
H (3.014, -0.745, -1.102)  -0.124